C27H52F3O19 | wB97M-V/def2-TZVPD

The calculation puts the max |F| at 12.3 eV Å⁻¹. The charge is -1. The HOMO-LUMO gap is 7.870 eV. The highest occupied orbital energy comes out at -0.2085 Ha. The energy above the lowest of the compared OMol25 structures with the same formula, charge and spin is 8.8 kJ/mol. The calculated total energy comes out at -2788.5890 hartree.

Last column: Löwdin charge in e.
Positions of all 101 atoms, in Å:
O  -83.80  -45.43  20.93  -0.430
H  -84.43  -46.00  20.42  -0.137
C  -85.01  -44.94  23.93  -0.087
C  -86.31  -44.62  23.39  -0.317
O  -86.56  -43.28  23.91  0.107
C  -85.84  -43.17  25.05  -0.518
O  -85.97  -42.20  25.87  0.069
O  -85.02  -44.20  25.14  0.063
F  -87.27  -45.38  23.96  0.074
H  -83.96  -44.47  23.59  0.167
H  -84.68  -46.06  23.91  0.165
H  -86.49  -44.61  22.27  0.180
C  -83.59  -42.00  21.66  -0.042
C  -84.52  -42.16  20.47  -0.363
O  -83.99  -41.22  19.51  0.142
C  -83.18  -40.39  20.22  -0.568
O  -82.56  -39.47  19.68  0.095
O  -82.88  -40.75  21.45  0.103
F  -85.78  -41.99  20.74  0.113
H  -82.90  -42.84  21.87  0.123
H  -84.15  -42.15  22.62  0.134
H  -84.42  -43.21  20.15  0.124
C  -81.18  -47.44  21.66  -0.097
C  -81.45  -46.54  22.85  -0.260
O  -80.08  -46.16  23.37  0.114
C  -79.19  -46.87  22.66  -0.596
O  -78.04  -46.67  22.82  0.156
O  -79.81  -47.48  21.66  0.068
F  -82.03  -47.19  23.86  0.061
H  -81.59  -46.85  20.90  0.075
H  -81.68  -48.52  21.73  0.186
H  -82.00  -45.55  22.75  0.154
C  -88.98  -39.70  15.04  -0.078
O  -89.08  -41.07  15.56  -0.209
C  -89.12  -41.05  17.03  -0.128
C  -89.17  -42.62  17.45  -0.286
O  -88.04  -43.20  17.33  -0.106
C  -87.91  -44.44  18.01  -0.192
C  -86.54  -45.00  17.89  -0.194
O  -86.32  -45.03  16.47  -0.175
C  -85.20  -45.90  16.29  -0.104
H  -90.04  -39.35  15.33  0.112
H  -88.77  -39.67  13.96  0.085
H  -88.21  -39.21  15.50  0.040
H  -89.88  -40.51  17.43  0.055
H  -88.27  -40.47  17.57  0.148
H  -89.94  -43.29  16.96  0.133
H  -89.56  -42.84  18.54  0.138
H  -88.66  -45.31  17.71  0.174
H  -88.21  -44.34  18.98  0.076
H  -86.54  -46.00  18.39  0.130
H  -85.59  -44.25  18.19  0.187
H  -85.35  -46.93  16.29  0.055
H  -84.42  -45.63  16.93  0.055
H  -84.90  -45.80  15.21  0.106
C  -74.93  -45.31  20.15  -0.081
O  -75.49  -44.00  20.02  -0.157
C  -76.87  -43.79  20.41  -0.139
C  -77.96  -44.73  19.70  -0.344
O  -79.01  -44.13  19.72  -0.074
C  -80.07  -44.75  19.10  -0.166
C  -81.31  -44.03  18.70  -0.196
O  -81.14  -43.21  17.59  -0.164
C  -80.32  -42.17  17.79  -0.140
H  -73.93  -45.47  20.20  0.046
H  -74.98  -45.90  19.24  0.086
H  -75.39  -45.75  20.94  0.057
H  -77.04  -42.80  20.31  0.093
H  -77.07  -43.90  21.44  0.105
H  -77.73  -45.72  20.15  0.145
H  -77.48  -44.45  18.82  0.116
H  -80.23  -45.61  19.56  0.059
H  -79.64  -45.17  18.05  0.187
H  -81.58  -43.47  19.56  0.097
H  -82.16  -44.81  18.57  0.158
H  -79.28  -42.46  17.98  0.088
H  -80.82  -41.52  18.64  0.137
H  -80.21  -41.62  16.87  0.081
C  -90.02  -48.09  20.79  -0.189
O  -88.76  -47.59  20.60  -0.198
C  -87.83  -48.09  21.64  -0.130
C  -86.41  -47.71  21.29  -0.329
O  -86.05  -48.51  20.38  -0.054
C  -84.69  -48.44  19.97  -0.125
C  -84.12  -49.70  19.30  -0.100
O  -84.63  -49.64  17.94  -0.191
C  -84.43  -50.84  17.25  -0.173
H  -90.05  -49.20  20.55  0.090
H  -90.71  -47.70  19.93  0.103
H  -90.46  -47.84  21.87  0.120
H  -87.88  -49.04  21.73  0.060
H  -88.05  -47.43  22.57  0.150
H  -85.84  -48.02  22.23  0.167
H  -86.56  -46.72  21.00  0.102
H  -83.97  -48.12  20.70  0.104
H  -84.51  -47.66  19.39  0.065
H  -84.51  -50.54  19.67  0.094
H  -83.21  -49.62  19.16  0.045
H  -84.85  -50.77  16.24  0.067
H  -85.12  -51.69  17.73  0.107
H  -83.28  -51.37  17.17  0.140